No. 1
A 2-piece molecular cluster, C4H4N2O overall. Source: the OMol25 dataset; level of theory: ωB97M-V with the def2-TZVPD basis set.

Charge: 0
Energy relative to the best compared isomer or geometry (same formula, charge and spin), kJ/mol: 371.1
LUMO energy, Eh: -0.0521
Energy, eV: -9236.6421

Last column: Mulliken charge in e.
Geometry (Å):
O1 -0.103333 1.632748 -2.447009  -0.52
C1 -0.161614 1.188765 -1.329888  0.63
C2 -0.090591 -0.365352 -1.181665  -0.73
C3 -0.169966 -0.542674 0.103252  0.76
N1 -0.275723 -0.006781 1.210605  -0.41
C4 -0.340824 1.377658 0.996513  -0.09
N2 -0.289698 1.939152 -0.156086  -0.41
H1 -0.001593 -0.977475 -2.061696  0.39
H2 1.120653 -3.359536 1.281224  0.11
H3 0.752936 -2.857138 1.685346  -0.11
H4 -0.440248 1.970634 1.899404  0.38

Cartesian forces, eV/Å:
0.0 -0.2 0.4
0.0 0.2 -0.3
0.0 -0.2 0.2
0.0 0.5 0.1
0.0 -0.4 -0.4
0.0 0.3 -0.2
0.0 -0.2 0.2
0.0 0.1 0.1
0.0 0.0 0.0
0.0 0.0 0.0
0.0 -0.1 -0.1

***

No. 2
One molecule with the formula C4H4N2O. Source: the OMol25 dataset; level of theory: ωB97M-V with the def2-TZVPD basis set.

Charge: 0
Energy relative to the best compared isomer or geometry (same formula, charge and spin), kJ/mol: 449.7
LUMO energy (alpha / beta), Eh: -0.0201 / -0.0200
Energy, eV: -9235.8273

Last column: Mulliken charge in e.
Geometry (Å):
N1 -2.432455 -0.160175 1.094128  -0.53
C1 -1.333368 0.316252 0.826811  0.61
C2 -0.179085 0.803487 0.434334  -0.79
C3 1.056357 -0.017389 0.365994  -0.12
C4 1.392765 -0.866968 -0.607503  -0.16
N2 0.585130 -1.191007 -1.759900  -0.07
O1 -0.029457 -0.256790 -2.215745  -0.25
H1 -2.678496 -0.148743 2.083858  0.29
H2 -0.129640 1.857960 0.175693  0.33
H3 1.748569 0.066551 1.204940  0.32
H4 2.277355 -1.493949 -0.536470  0.37

Cartesian forces, eV/Å:
0.6 0.2 -0.1
-0.2 -0.1 0.1
-0.2 -0.1 0.1
0.1 -0.1 -0.1
0.1 0.1 0.2
-0.3 0.4 -0.1
0.3 -0.4 0.1
0.0 0.0 -0.1
0.0 -0.1 0.0
-0.1 0.0 -0.1
-0.1 0.1 0.0